Entry from the Open Molecules 2025 dataset: the ion C6H11N with charge -1 (ωB97M-V/def2-TZVPD).

```
! wB97M-V def2-TZVPD RIJCOSX def2/J DEFGRID3
* xyz -1 2
C 1.62 -0.96 -1.94
C -1.36 -1.22 0.81
H -2.42 -1.01 0.89
H -0.48 3.09 1.00
H 1.38 -2.01 -1.88
H -1.96 1.88 1.86
C -0.51 1.00 0.56
H -1.00 -2.02 1.47
H 2.00 -0.38 0.11
H 0.19 1.35 -1.55
H 2.72 -0.71 -2.04
C -0.90 2.12 1.25
H -0.94 -1.41 -0.23
N -0.52 -0.10 1.36
C 0.28 0.75 -0.62
C 1.33 -0.16 -0.67
H -0.54 0.12 2.37
H 1.12 -0.34 -2.74
*
```

Results
Total energy ... -289.81389 Ha
Largest force on an atom ... 4.1 eV/A
HOMO-LUMO gap (alpha / beta) ... 4.398 / 6.601 eV
HOMO level (alpha / beta) ... -0.0020 / -0.0849 Eh
Expectation value of S² ... 0.769
ΔE to the lowest compared entry with this formula, charge and spin ... 2.227 eV

Here are the natural (NBO) charges for atoms 1 to 6, given in e:
1 C -0.657
2 C -0.438
3 H 0.163
4 H 0.179
5 H 0.181
6 H 0.147


Entry from the Open Molecules 2025 dataset: a structure of composition C18H17AsN2O8SW (ωB97M-V/def2-TZVPD).

```
! wB97M-V def2-TZVPD RIJCOSX def2/J DEFGRID3
* xyz 2 1
O 2.20 0.62 -0.85
C 4.38 -0.61 2.96
H -1.79 -1.59 -3.01
O 0.37 0.59 2.33
H -4.21 -4.27 0.39
O 1.12 2.27 0.75
C 0.36 3.42 -1.17
H 5.34 2.14 0.36
H -0.46 1.46 -3.62
C -1.44 -0.75 -0.51
H 4.15 -1.39 3.68
C 4.26 0.32 0.74
C 1.77 4.53 0.58
C 5.18 0.48 3.33
H 2.50 4.88 -0.15
H -0.68 3.22 -3.61
C 5.06 1.40 1.09
C 3.93 -0.66 1.66
N -0.60 -0.06 -1.37
O -1.30 -0.37 0.73
O 2.92 -3.60 1.11
C -2.90 -2.62 0.06
O 1.30 -1.34 0.59
O 4.38 0.58 -1.92
S 3.60 0.07 -0.87
N -0.42 1.26 -0.93
H -3.19 -3.51 -3.70
O 3.46 -1.46 -0.85
H -0.07 -0.05 2.91
C -3.10 -3.25 -2.66
C 1.05 3.35 0.04
H -2.81 -2.36 1.11
H 5.56 0.54 4.34
H -1.96 2.14 -3.02
H 6.15 2.28 2.70
H 0.40 4.35 -1.73
H 2.25 4.29 1.52
H 1.06 5.35 0.73
As 2.89 -2.03 0.84
W 0.54 0.39 0.50
C -0.88 2.30 -3.08
H -4.38 -4.83 -2.00
C -2.22 -1.86 -0.91
C -2.32 -2.18 -2.28
C -0.30 2.34 -1.72
C -3.77 -3.99 -1.69
C 5.51 1.46 2.40
C -3.67 -3.68 -0.34
*
```

Results
Total energy ... -4108.05880 Ha
Largest force on an atom ... 0.8 eV/A
HOMO-LUMO gap ... 7.226 eV
HOMO level ... -0.5674 Eh
ΔE to the lowest compared entry with this formula, charge and spin ... 0.354 eV

Here are the natural (NBO) charges for atoms 1 to 6, given in e:
1 O -0.953
2 C -0.147
3 H 0.240
4 O -0.785
5 H 0.249
6 O -0.615


Entry from the Open Molecules 2025 dataset: a structure of composition C22H47ClNO14P2SScSi2 (ωB97M-V/def2-TZVPD).

```
! wB97M-V def2-TZVPD RIJCOSX def2/J DEFGRID3
* xyz 0 1
H 0.30 1.84 -2.70
H 3.41 4.48 2.30
H 1.18 -3.14 -4.38
N 1.03 -1.96 0.66
P -2.98 2.20 0.72
O -1.08 -1.39 2.50
O -3.86 -1.07 1.97
C 0.79 -1.25 -1.58
H -3.83 3.69 1.96
H -1.60 0.40 3.31
H 0.01 0.19 5.24
C 3.47 -3.18 0.31
H 1.34 4.25 3.89
O 1.05 0.16 3.45
H 4.43 -3.67 0.17
H 2.11 2.74 3.45
C 0.77 -3.67 -3.53
Si -0.26 -2.59 -2.38
H 4.03 -0.13 -1.57
O -2.93 3.48 1.69
H 0.14 0.94 -4.21
Cl -3.72 -1.68 0.70
H -1.14 -4.76 -1.69
O 0.91 1.16 0.54
H 2.87 0.91 -0.74
H -2.20 4.39 -2.31
O -4.30 1.53 0.78
C 2.38 0.02 3.90
H -2.37 -2.89 3.08
H 0.48 -1.41 4.66
O -3.68 -3.11 0.78
H 1.94 5.24 1.71
H 2.63 -1.04 4.06
C 0.29 3.12 2.38
H -2.07 -2.70 -4.05
C -1.32 -2.76 2.81
C -2.94 2.87 -1.02
H -2.32 1.19 -4.14
P -2.62 1.38 -2.02
H -1.93 -0.99 4.34
C 2.87 -2.52 -0.73
H 2.99 2.44 0.94
H -2.44 -1.47 -2.84
C 1.61 -1.92 -0.56
H 1.88 -1.21 -4.97
H 3.63 1.45 -2.25
H -0.14 -4.08 -0.41
H 3.34 -2.48 -1.71
C 1.62 -2.59 1.67
H 3.03 0.42 3.13
S 0.69 2.68 0.65
H -1.97 4.74 -0.58
H 2.64 3.79 -0.16
H -1.24 -1.13 -4.12
O -4.24 3.38 -1.28
C -0.91 -3.84 -1.15
H -4.19 0.01 -1.28
H -0.92 3.57 -1.41
C 2.39 4.28 1.98
H -0.17 2.23 2.81
H 1.10 -2.58 2.62
H -1.81 -3.53 -0.62
H 1.57 1.95 -3.95
C 2.37 3.33 0.79
O -1.39 0.67 -1.54
C -1.64 -1.90 -3.44
H -0.68 -3.09 3.63
C 2.83 -3.23 1.55
C 0.12 -0.42 4.34
H 1.61 -4.13 -2.99
C 1.57 3.59 3.06
H 3.16 -1.88 -3.96
H 3.27 -3.74 2.40
Sc -0.58 -0.29 0.20
H 3.31 -0.24 -4.63
H -1.10 -3.34 1.92
C 0.85 1.28 -3.45
O -4.74 -1.26 -0.23
O -2.48 1.90 -3.51
C 2.61 -0.96 -4.20
H 2.55 0.56 4.84
H 0.14 -4.49 -3.91
H -0.47 3.90 2.29
C 3.21 0.59 -1.72
C -1.21 -0.55 3.65
C -1.93 3.96 -1.34
O -2.41 -1.24 0.09
O -3.92 0.52 -2.08
O -1.69 1.44 1.00
H -4.87 2.77 -0.86
Si 1.79 -0.16 -2.71
*
```

Results
Total energy ... -4855.59805 Ha
Largest force on an atom ... 1.1 eV/A
HOMO-LUMO gap ... 7.805 eV
HOMO level ... -0.2833 Eh

Here are the Löwdin charges for atoms 1 to 6, given in e:
1 H 0.004
2 H 0.118
3 H 0.004
4 N 0.045
5 P 0.373
6 O -0.273


Entry from the Open Molecules 2025 dataset: a structure of composition C22H45CoN2P3Se (ωB97M-V/def2-TZVPD).

```
! wB97M-V def2-TZVPD RIJCOSX def2/J DEFGRID3
* xyz 3 5
H -0.65 3.17 -1.05
H 2.00 -3.00 1.50
H 0.76 4.51 -4.03
C 1.43 3.06 1.02
P -0.04 2.01 0.97
C -1.06 3.11 -0.05
H -1.67 -1.57 2.78
H 3.00 -0.54 2.55
C 2.06 -0.41 3.11
H 2.90 -3.33 -2.62
C 6.19 2.13 0.39
H 6.39 2.34 1.45
H -0.46 -3.63 -4.40
C 1.64 4.01 -3.70
H -1.56 -2.75 -0.74
H -1.07 -0.05 3.56
Co 0.25 0.00 0.56
H -0.75 -1.46 -2.40
H 1.91 0.66 3.33
H 2.10 -0.99 4.03
H 3.99 -2.39 -0.47
H -4.03 -0.28 0.60
C -0.82 2.27 2.59
H 1.85 3.26 0.03
C 3.97 4.05 -3.01
H 1.31 -3.71 -4.63
H 6.67 2.72 -1.72
H -3.27 1.28 0.97
C -2.24 -2.17 -0.12
H 3.30 -0.95 0.41
H -3.62 -0.53 -1.55
C -2.69 0.06 -1.62
C 0.50 -3.75 -3.89
Se 0.10 1.67 -4.15
H -0.95 4.10 0.40
C 6.73 2.85 -0.62
H -3.23 -2.16 -0.60
H 4.95 4.51 -2.95
P 0.67 -1.12 2.17
C 2.85 4.66 -3.58
N 0.20 -1.74 -2.20
P -1.76 -0.39 -0.06
C 3.85 2.76 -2.47
C 2.10 -2.68 -2.33
H 2.20 2.62 1.66
C -3.14 0.20 1.02
C 2.62 2.11 -2.60
H -0.25 1.86 3.42
C -0.81 -1.08 3.27
H 4.71 2.26 -1.97
H -2.16 -0.22 -2.54
H 1.09 4.00 1.43
H 5.64 1.22 0.13
H 0.83 -3.34 2.84
C 0.98 -2.85 1.87
N 0.98 -1.11 -1.26
H -3.04 -0.12 2.06
C 1.57 2.66 -3.38
H -2.13 2.87 -0.12
H 0.27 -3.26 1.14
H 2.52 1.17 -2.08
H 2.85 5.66 -3.98
C 0.86 -2.72 -2.85
H -0.48 -1.67 4.13
H 0.58 -4.76 -3.46
H 4.16 -0.84 -1.22
H 7.43 3.65 -0.46
H -1.86 1.93 2.67
C 2.21 -1.69 -1.35
H 0.45 0.80 -3.04
H -2.29 -2.63 0.87
H -2.92 1.14 -1.65
C 3.45 -1.42 -0.59
H -0.83 3.35 2.72
*
```

Results
Total energy ... -5781.95002 Ha
Largest force on an atom ... 5.7 eV/A
HOMO-LUMO gap (alpha / beta) ... 8.409 / 4.533 eV
HOMO level (alpha / beta) ... -0.6130 / -0.6128 Eh
Expectation value of S² ... 6.038
ΔE to the lowest compared entry with this formula, charge and spin ... 1.384 eV

Here are the Löwdin charges for atoms 1 to 6, given in e:
1 H 0.039
2 H 0.064
3 H 0.116
4 C -0.214
5 P 0.684
6 C -0.219


Entry from the Open Molecules 2025 dataset: a cluster of 2 separate species, C5H7N in total (ωB97M-V/def2-TZVPD).

```
! wB97M-V def2-TZVPD RIJCOSX def2/J DEFGRID3
* xyz 0 1
H -4.77 1.66 -0.13
H 3.52 -0.03 0.06
C 2.61 0.47 -0.28
C -3.98 0.93 -0.15
H -0.18 -2.54 0.13
C -3.10 0.12 -0.18
C 1.44 0.11 0.60
C 0.54 -0.79 0.27
N -0.35 -1.56 -0.10
H 2.43 0.18 -1.31
H 1.33 0.57 1.58
H 2.79 1.55 -0.25
H -2.29 -0.59 -0.22
*
```

Results
Total energy ... -249.34324 Ha
Largest force on an atom ... 0.6 eV/A
HOMO-LUMO gap ... 9.937 eV
HOMO level ... -0.3327 Eh
ΔE to the lowest compared entry with this formula, charge and spin ... 3.537 eV

Here are the natural (NBO) charges for atoms 1 to 6, given in e:
1 H 0.229
2 H 0.215
3 C -0.612
4 C -0.249
5 H 0.377
6 C -0.250


Entry from the Open Molecules 2025 dataset: a structure of composition C25H35Cl2LaO2SeSi (ωB97M-V/def2-TZVPD).

```
! wB97M-V def2-TZVPD RIJCOSX def2/J DEFGRID3
* xyz 0 1
C 6.45 -1.86 1.20
H 0.13 1.04 -2.27
H -0.88 -3.85 -0.41
C 4.03 -1.65 1.42
H -4.22 -2.54 -0.06
C -0.95 1.19 -2.32
C 3.21 -0.69 3.59
H -3.62 0.68 -2.03
H -1.34 3.00 -0.27
H 1.02 4.96 -3.02
Cl 8.24 -0.96 3.00
H 1.31 3.96 1.78
C 1.97 3.75 -1.52
H -0.11 -2.82 -3.35
C 2.02 3.46 -0.18
C -2.66 -2.02 -2.79
H -1.53 1.80 1.02
O 2.01 -0.83 3.34
H -1.45 -2.22 2.44
C 0.28 5.07 0.28
H 0.18 -1.16 -2.73
C -1.60 -3.66 -1.19
C -1.11 1.94 -0.01
C -1.69 0.94 -1.02
H -1.47 -4.43 -1.96
C -0.11 -2.18 -2.46
H -0.38 5.49 0.98
H -1.09 2.27 -2.60
H -2.57 -2.63 -3.65
H -1.24 0.60 -3.20
H -4.52 -0.75 -0.19
H -0.59 6.00 -1.48
H -4.96 -1.63 1.33
H -2.61 -3.78 -0.76
La 1.21 -0.27 1.02
H -2.64 -0.99 -3.13
C -2.83 -1.28 1.05
H 2.63 3.23 -2.23
H 7.29 -2.28 0.61
H 3.53 -0.41 4.61
C -3.15 1.33 -1.29
O 2.86 -1.83 0.93
Se 3.06 1.97 0.52
C 4.28 -0.94 2.63
H -3.14 2.27 -1.75
H 0.00 1.94 0.01
C 1.05 4.70 -1.97
C 0.16 5.31 -1.08
H -3.39 0.76 1.57
C 5.19 -2.15 0.78
C 6.66 -1.17 2.41
C -1.52 -2.24 -1.76
C 1.23 4.17 0.75
H -3.82 1.33 -0.43
C -2.97 -0.13 2.01
C -4.23 -1.56 0.50
C 5.58 -0.72 3.14
C -2.37 -2.45 1.90
H -2.05 0.20 2.51
H -3.59 -0.45 2.85
Si -1.46 -0.87 -0.32
Cl 4.92 -3.04 -0.69
H -3.16 -2.68 2.58
H -3.64 -2.19 -2.33
H 0.62 -2.54 -1.77
H -2.19 -3.32 1.32
H 5.74 -0.22 4.12
*
```

Results
Total energy ... -4767.02238 Ha
Largest force on an atom ... 1.7 eV/A
HOMO-LUMO gap ... 6.209 eV
HOMO level ... -0.2617 Eh

Here are the natural (NBO) charges for atoms 1 to 6, given in e:
1 C -0.169
2 H 0.203
3 H 0.204
4 C 0.399
5 H 0.205
6 C -0.613


Entry from the Open Molecules 2025 dataset: a structure of composition C57H47CaN4O3P2S (ωB97M-V/def2-TZVPD).

```
! wB97M-V def2-TZVPD RIJCOSX def2/J DEFGRID3
* xyz 1 1
H 9.08 2.09 22.24
C 5.87 5.26 20.07
C 0.35 9.86 22.14
C 3.59 7.46 16.66
C 2.05 8.28 25.20
H 9.30 7.92 21.66
C 7.12 1.33 21.90
H 7.50 12.13 17.29
C 0.54 4.61 21.47
H 0.08 13.26 21.86
H 2.59 5.67 27.55
C 0.99 9.00 25.82
O 3.96 6.90 25.47
H -0.08 3.95 23.43
C 9.00 8.35 23.75
H 8.73 11.33 19.46
H 2.63 6.64 14.91
C 9.11 1.90 18.67
H 4.24 2.95 22.63
C 0.81 5.94 23.45
C 5.96 9.74 20.13
H 9.80 9.10 23.74
C 10.46 3.80 19.37
C 4.75 8.42 18.65
H 4.97 2.09 27.33
C 5.41 3.62 25.86
C 8.73 7.71 22.55
H 8.05 12.76 22.52
H 0.29 3.69 20.97
N 12.45 0.97 18.71
C 8.01 2.26 22.35
H 7.15 10.29 22.32
C 6.23 3.73 22.98
C 2.98 7.75 26.04
C 5.80 8.37 16.39
P 5.56 5.29 23.61
C 2.18 10.99 23.22
H 6.63 8.17 14.42
C 7.78 10.98 19.06
H 8.28 4.22 23.19
C 5.30 2.78 22.54
H 7.48 0.41 21.46
C 1.66 12.23 22.90
C 4.71 8.04 17.23
C 4.74 3.10 26.95
Ca 4.31 6.60 21.23
C 0.46 12.29 22.14
C 4.70 7.36 14.54
H 1.82 7.68 20.65
H 6.64 8.92 16.79
H 3.13 10.94 23.71
H 1.16 5.55 19.62
H 0.69 6.02 24.50
C 9.30 4.50 19.58
H 8.66 10.70 21.52
C 7.58 10.91 21.54
H 2.19 13.11 23.26
C 1.47 6.85 21.29
C 2.06 8.82 27.97
N 7.01 10.51 20.25
H 9.31 5.49 19.97
C 1.40 6.96 22.70
C 1.05 5.66 20.70
H 6.94 2.14 18.74
O 3.81 11.48 20.34
P 2.38 8.34 23.44
H 2.14 9.07 29.00
H 7.21 13.05 18.75
H 5.02 0.88 21.55
H 0.20 9.85 27.68
C 3.07 8.07 27.38
H 4.70 7.12 13.48
H 6.58 6.95 25.71
C -0.16 11.10 21.76
C 6.86 4.65 19.67
C 11.54 1.66 18.79
O 3.93 7.92 19.46
C 7.73 6.75 22.49
N 5.71 9.33 18.91
C 5.05 4.88 25.32
C 5.79 8.01 15.06
H 7.95 10.12 18.44
C 7.95 2.61 18.91
H 7.41 12.98 20.95
H 6.21 3.06 25.36
H 11.40 4.25 19.64
C 7.22 7.14 24.84
H 3.83 7.67 27.99
H -0.20 8.99 21.82
H 6.33 12.55 22.30
S 4.99 9.41 21.57
C 0.38 4.76 22.85
C 7.59 3.47 22.87
C 1.55 9.82 22.84
H 6.05 11.91 18.14
C 7.31 12.39 21.84
H 2.73 7.21 17.31
C 5.74 1.60 21.96
H 8.46 8.62 25.82
C 3.54 7.13 15.32
C 10.33 2.47 18.94
C 8.25 8.10 24.89
C 4.11 5.66 25.99
N 3.40 10.47 20.62
C 3.66 3.81 27.50
H 3.05 3.33 28.25
C 7.09 12.09 18.29
H 9.04 0.88 18.32
C 6.97 6.46 23.65
C 3.38 5.13 27.06
H -1.09 11.14 21.22
H 0.20 9.50 25.23
C 8.03 3.92 19.38
H 7.52 6.20 21.59
C 0.98 9.24 27.20
*
```

Results
Total energy ... -4403.25135 Ha
Largest force on an atom ... 2.3 eV/A
HOMO-LUMO gap ... 5.949 eV
HOMO level ... -0.3592 Eh
ΔE to the lowest compared entry with this formula, charge and spin ... 1.710 eV

Here are the Löwdin charges for atoms 1 to 6, given in e:
1 H 0.119
2 C -0.143
3 C -0.075
4 C -0.030
5 C -0.299
6 H 0.105


Entry from the Open Molecules 2025 dataset: a cluster of 2 separate species, C4H5Br2Cl in total (ωB97M-V/def2-TZVPD).

```
! wB97M-V def2-TZVPD RIJCOSX def2/J DEFGRID3
* xyz 0 1
H -1.35 1.16 0.12
H 0.60 1.23 1.03
H 0.18 -0.42 1.85
C 1.19 -0.31 -0.08
Br 1.61 -2.11 -0.16
H 1.84 0.22 1.81
Br 2.19 0.88 -1.27
H -2.67 0.95 -1.01
Cl -1.44 -1.83 -2.00
C 0.93 0.23 1.29
C -1.27 -0.56 -0.97
C -1.79 0.56 -0.62
*
```

Results
Total energy ... -5763.46689 Ha
Largest force on an atom ... 2.7 eV/A
HOMO-LUMO gap (alpha / beta) ... 8.039 / 8.135 eV
HOMO level (alpha / beta) ... -0.3027 / -0.3113 Eh
ΔE to the lowest compared entry with this formula, charge and spin ... 3.078 eV

Here are the natural (NBO) charges for atoms 1 to 6, given in e:
1 H 0.214
2 H 0.230
3 H 0.246
4 C -0.186
5 Br 0.116
6 H 0.226


Entry from the Open Molecules 2025 dataset: an isolated molecule of C15H21NO4 (ωB97M-V/def2-TZVPD).

```
! wB97M-V def2-TZVPD RIJCOSX def2/J DEFGRID3
* xyz 0 1
O 2.48 2.33 -1.40
H -1.69 0.90 1.29
H 0.53 0.47 -2.30
H 0.38 -0.29 1.68
H -0.68 3.55 0.47
H 1.61 3.24 0.16
C -0.77 1.46 1.17
C -0.34 -2.54 0.32
N 0.00 -0.23 -0.43
H 2.12 1.50 1.51
H 1.12 -5.89 1.68
C -0.95 -1.34 -0.36
H -1.18 0.71 -1.99
O 2.59 0.16 0.05
C -0.92 2.53 0.08
O 0.01 3.17 -2.07
C 0.72 -4.93 1.35
C -0.74 -3.02 1.58
H -2.81 1.67 -0.66
H 0.93 3.26 -2.41
H -3.02 2.87 0.57
C 1.70 1.12 0.61
C 1.18 -4.42 0.14
C 0.06 2.20 -1.04
H -1.80 -0.95 0.21
H 3.05 1.54 -1.26
C 0.35 0.42 0.85
O -2.53 3.60 -1.30
C -2.42 2.60 -0.32
C -0.17 0.73 -1.52
H 0.98 -2.81 -1.33
H -0.58 -4.67 3.03
H -1.31 -1.62 -1.38
C 1.47 2.30 -0.40
H -1.47 -2.46 2.16
H 1.94 -0.40 -0.46
C 0.68 -3.21 -0.34
C -0.24 -4.23 2.12
H 1.98 -4.91 -0.37
H -0.58 1.97 2.14
H -1.67 3.60 -1.83
*
```

Results
Total energy ... -939.87382 Ha
Largest force on an atom ... 2.2 eV/A
HOMO-LUMO gap ... 9.499 eV
HOMO level ... -0.3243 Eh
ΔE to the lowest compared entry with this formula, charge and spin ... 2.116 eV

Here are the natural (NBO) charges for atoms 1 to 6, given in e:
1 O -0.754
2 H 0.208
3 H 0.202
4 H 0.232
5 H 0.225
6 H 0.183


> largest force on an atom of number 9 (C15H21NO4)?

2.2 eV/A


> Number 4 is which compound?

C22H45CoN2P3Se


> total energy of number 3 (C22H47ClNO14P2SScSi2)?

-4855.59805 Ha